No. 1
Below is a cluster of 2 separate species, C3H6NO2S in total in a non-equilibrium geometry, with properties calculated with the ωB97M-V functional and the def2-TZVPD basis.

```
13
Properties=species:S:1:pos:R:3:forces:R:3
C -0.690888 -0.774043 1.155921 0.2245 -0.7932 -2.6984
C -0.553214 -0.342584 -0.092382 -1.1243 2.9127 1.7621
C -1.233970 1.047099 -0.394698 1.3141 -2.3093 -3.2903
N 2.341109 0.836793 -0.338292 -0.2019 0.0311 -0.0713
O 3.791160 -0.872929 0.936798 0.2821 0.3438 -0.9560
O 4.640892 0.077346 -1.192190 -0.1676 -0.4979 0.6856
S 3.536559 0.029326 -0.212349 0.1225 0.1661 0.2779
H -1.386327 -0.211895 1.635395 -1.8829 1.0266 2.4371
H -0.326042 -1.702113 1.490420 0.6914 -0.7120 0.6770
H 0.236404 -0.680994 -0.653982 1.3714 -0.8698 -1.8683
H -0.494908 1.842621 -0.455787 0.0083 0.0121 0.3492
H -1.990623 1.152361 0.300975 -1.3552 0.7602 1.6333
H -1.764033 1.035183 -1.407029 0.7175 -0.0705 1.0620
```
Forces are in eV/Å.

HOMO level = -4.05 eV
Kohn-Sham gap = 0.296 hartree
charge = -1
max |F| = 4.2 eV Å⁻¹
spin multiplicity = 1



No. 2
Below is a structure of composition C3H14B2ORb in a non-equilibrium geometry, with properties calculated with the ωB97M-V functional and the def2-TZVPD basis.

```
21
Properties=species:S:1:pos:R:3:forces:R:3
Rb -1.312378 -1.979245 -0.378392 0.0861 0.6317 -0.3065
B -3.651660 -0.616787 0.861809 -0.1907 0.1613 0.1152
H -3.130102 -1.010011 1.720645 2.2970 -1.7782 3.5001
H -4.630690 -0.297381 1.183861 -3.7112 1.5822 1.1834
H -3.044653 0.132831 0.378217 2.2565 3.2488 -1.7498
H -3.801849 -1.388804 0.123118 -0.7146 -3.4032 -2.9470
B -0.289340 0.113881 -2.818968 -0.0258 0.0767 0.0496
H 0.467739 0.290215 -2.070654 3.3883 0.5749 2.9288
H -1.191039 0.514203 -2.382023 -3.8414 1.3746 1.6761
H -0.076541 0.672703 -3.717127 0.9595 2.0559 -3.6017
H -0.369319 -0.944565 -3.012715 -0.3999 -4.4570 -0.8630
C 1.141333 1.282834 0.538964 1.0107 -0.9875 0.4366
C 1.809988 -0.060622 0.975151 -2.7114 0.4223 -0.7273
O 1.126738 -1.075754 0.922181 0.9560 0.3539 0.1433
C 3.198067 -0.091689 1.498155 0.9114 0.2509 0.4790
H 1.607596 1.434028 -0.434617 -0.2857 0.4432 -0.2392
H 1.361110 2.118892 1.202888 0.3589 -0.0634 0.0410
H 0.057789 1.218042 0.439837 0.2190 -0.3999 -0.1859
H 3.181393 -0.836554 2.293773 0.1955 0.2702 0.2619
H 3.513592 0.901247 1.818510 -0.2272 -0.0403 0.4986
H 4.032226 -0.377463 0.857386 -0.5310 -0.3173 -0.6933
```
Forces are in eV/Å.

HOMO level = -5.27 eV
Kohn-Sham gap = 0.273 hartree
charge = -1
max |F| = 4.6 eV Å⁻¹
spin multiplicity = 1



No. 3
Below is an isolated molecule of C4H7N3S in a non-equilibrium geometry, with properties calculated with the ωB97M-V functional and the def2-TZVPD basis.

```
15
Properties=species:S:1:pos:R:3:forces:R:3
C 2.604546 0.358743 0.017189 0.8126 0.0005 -0.8999
C 0.602353 -0.730296 0.005222 -1.5364 -1.3469 -0.1026
C -1.574682 0.283063 0.014542 0.2767 0.0511 -0.8497
C -1.972682 -1.179495 -0.016523 -0.8901 0.2376 0.6991
H 2.417475 0.970346 0.912777 0.0955 0.0160 -0.2985
H 2.430708 0.893826 -0.927433 -0.3370 0.4904 0.3199
H 3.678477 0.145404 -0.081670 -0.3047 -0.1504 0.5871
H 0.308103 1.296954 0.113929 -0.5480 -0.4762 -0.1492
H -1.947855 2.118718 -0.080854 -0.4915 -0.3024 0.2443
H -2.630925 -1.276870 0.856844 0.5446 -0.4104 0.2508
H -2.675380 -1.460951 -0.811126 0.6514 0.4336 -0.3330
N 1.835641 -0.862375 -0.002946 1.1532 -0.1073 0.3550
N -0.167157 0.399298 -0.012686 -0.5993 1.3377 0.2600
N -2.441887 1.214608 0.002361 1.1281 0.1137 -0.1252
S -0.466740 -2.170970 0.010380 0.0449 0.1131 0.0418
```
Forces are in eV/Å.

HOMO level = -9.03 eV
Kohn-Sham gap = 0.354 hartree
charge = 0
max |F| = 2.0 eV Å⁻¹
spin multiplicity = 1



No. 4
Below is a structure of composition C7H25BeN12O9 in a non-equilibrium geometry, with properties calculated with the ωB97M-V functional and the def2-TZVPD basis.

```
54
Properties=species:S:1:pos:R:3:forces:R:3
Be 1.547266 0.129442 -0.409392 -0.0584 -0.0738 -0.0043
O -0.998090 -6.391327 -2.046744 -2.7957 2.0020 1.0020
C 0.110030 -6.215273 -2.646928 2.7920 3.7115 3.5875
O 0.499538 -7.241653 -3.138679 3.2633 -2.1798 -3.4704
O 0.822061 -5.209911 -2.387122 0.2227 0.1914 -1.1390
H -0.926810 -7.175634 -2.595725 -3.4521 -3.5572 0.0910
C 4.945216 5.388787 -2.197047 -2.4503 -1.4202 3.7383
O 4.346702 4.535933 -1.496577 0.2172 1.6584 -0.3695
N 5.029987 6.707127 -1.957485 -0.8176 1.3468 1.6832
N 5.617942 5.031630 -3.209716 3.4292 -1.3964 -5.4322
H 5.387535 7.409772 -2.588799 -0.1450 -0.4112 0.1683
H 4.610747 6.993073 -1.084232 0.0982 0.2468 -0.3093
H 6.203116 5.707750 -3.679329 -0.1160 -0.2698 -0.0303
H 5.611454 4.111132 -3.625338 -0.2588 0.1630 0.5617
C -2.003179 4.616428 3.995886 0.1812 -1.8361 -3.9583
O -1.363730 3.941276 3.170465 -0.5240 0.6642 1.4598
N -2.780508 5.649784 3.615180 -0.7234 1.9374 0.1825
N -2.192281 4.328906 5.271484 0.3476 -0.8314 3.0744
H -3.311913 6.027367 4.386644 -0.3373 0.2581 -0.7526
H -3.167586 5.751151 2.687822 0.5802 -0.1167 0.1939
H -2.646153 5.001387 5.873040 0.0481 -0.4504 -0.0747
H -2.118698 3.380069 5.609692 0.4461 0.3532 -0.1577
C -5.460333 -0.264994 -1.303482 1.4756 -1.3406 -0.5003
O -4.268186 -0.497918 -1.317485 1.3540 0.7966 1.0528
N -6.172914 0.551108 -0.560663 0.5535 2.7659 2.6019
N -6.246153 -0.988071 -2.034054 -2.4372 -2.3679 -2.9764
H -7.062128 0.910266 -0.877505 0.3962 0.0982 0.3735
H -5.535536 1.087633 0.010304 -0.7793 0.6965 0.1762
H -7.164659 -0.605846 -2.208220 0.0755 -0.9071 -0.4624
H -5.776621 -1.665806 -2.617430 -0.5929 0.2471 -0.2621
C 5.920051 -4.046265 3.135631 -3.4239 5.4864 -0.9076
O 5.412078 -3.038712 2.599620 0.4092 -0.1002 0.1671
N 6.074015 -4.153016 4.410819 0.3854 1.0441 3.3068
N 6.159789 -5.097963 2.529311 1.6717 -6.5759 -4.9369
H 6.715323 -4.891930 4.661499 0.0492 0.8915 1.2325
H 5.964726 -3.197779 4.720127 0.7182 -0.3385 1.6540
H 6.525205 -5.885019 3.046138 -0.2757 -0.1512 -0.7201
H 5.804535 -5.195590 1.588903 0.4250 -0.2326 0.1579
C -0.689781 1.521969 -6.399039 2.1435 2.5997 1.7004
O 0.222905 1.344386 -5.580958 -0.2441 0.5377 -0.8146
N -1.605864 0.649155 -6.593940 -2.1508 -4.8897 -0.0823
N -0.977010 2.622958 -7.099669 0.5803 2.7276 -0.9242
H -1.213009 -0.226776 -6.280060 -1.0863 -0.6066 -0.2378
H -2.385724 0.724469 -7.231305 0.4003 -0.2019 0.2289
H -1.632484 2.573912 -7.866511 0.2433 0.1922 0.3373
H -0.600610 3.529099 -6.860231 0.1352 -0.3803 -0.1449
C -1.514522 -3.194019 4.368698 -0.4227 2.3454 -3.6133
O -0.895607 -2.299490 3.864850 2.2484 1.7568 -1.5080
N -2.383741 -3.921298 3.728670 -1.9666 -2.5817 -4.1767
N -1.665454 -3.381368 5.583788 0.0694 -1.4786 9.0431
H -2.311039 -3.864145 2.722913 -0.4424 -0.4139 0.1735
H -2.995160 -4.578417 4.191782 0.1511 0.1897 -0.6185
H -2.169881 -4.223927 5.819914 0.3171 0.5342 0.8936
H -1.294856 -2.773822 6.300484 0.0730 -0.3324 -0.2580
```
Forces are in eV/Å.

HOMO level = -11.22 eV
Kohn-Sham gap = 0.068 hartree
charge = +1
max |F| = 9.2 eV Å⁻¹
spin multiplicity = 1



No. 5
Below is an isolated molecule of C4H6N2O in a non-equilibrium geometry, with properties calculated with the ωB97M-V functional and the def2-TZVPD basis.

```
13
Properties=species:S:1:pos:R:3:forces:R:3
C -0.643417 -1.514869 1.241922 -0.1273 -0.0746 0.1548
C -0.389011 -0.378779 0.315578 -0.0575 0.0515 0.3878
C 0.064045 0.879284 0.633626 -0.6443 0.0867 0.3690
N 0.138382 1.554837 -0.562151 0.3751 -0.2643 0.0242
C -0.001673 0.591340 -1.513149 0.0682 -0.0249 0.3483
O 1.014090 0.630283 -2.431415 0.1488 -0.0118 -0.2316
N -0.446433 -0.545306 -1.043400 0.4389 0.1549 0.0868
H -0.795562 -2.431857 0.666862 0.0174 0.1613 0.1113
H -1.523038 -1.329105 1.861199 0.0292 -0.1449 0.0245
H 0.222465 -1.651500 1.899544 -0.2028 -0.0458 -0.0335
H 0.335773 1.329767 1.571827 -0.3686 0.0901 0.0923
H 0.624932 2.409602 -0.777763 0.0577 -0.0676 0.2497
H 1.692882 0.410912 -1.745235 0.2652 0.0896 -1.5836
```
Forces are in eV/Å.

HOMO level = -8.38 eV
Kohn-Sham gap = 0.328 hartree
charge = 0
max |F| = 1.6 eV Å⁻¹
spin multiplicity = 1



No. 6
Below is a cluster of 7 separate species, C26H44Cl2O12S2 in total in a non-equilibrium geometry, with properties calculated with the ωB97M-V functional and the def2-TZVPD basis.

```
86
Properties=species:S:1:pos:R:3:forces:R:3
C 0.260950 -6.363311 2.078787 -0.2189 0.5230 0.6700
C 0.574546 -7.099839 0.770399 -0.0386 0.0390 -0.2538
C 1.936886 -6.657418 0.269025 0.7151 0.4056 -0.5346
S 1.904600 -4.893145 0.589825 0.0420 -0.8547 0.1622
O 0.944732 -4.299595 -0.306868 -0.0940 0.1547 -0.0532
O 3.231587 -4.346964 0.693675 0.0627 0.2603 -0.0540
C 1.165693 -5.129621 2.198457 0.2155 0.5588 0.3717
H 0.410955 -6.976579 2.966713 0.1158 -0.1646 -0.1339
H -0.776317 -6.034794 2.129670 -0.0528 -0.1708 -0.2191
H -0.125572 -6.746500 0.012202 -0.1193 -0.2452 0.0024
H 0.476704 -8.178531 0.858740 0.0439 -0.0184 0.0234
H 2.093936 -6.814975 -0.798542 -0.2030 0.1121 -0.0334
H 2.861979 -6.991808 0.743461 -0.3616 -0.3459 0.4496
H 0.696777 -4.191758 2.504982 -0.3247 -0.1275 -0.1919
H 1.972663 -5.270667 2.918144 0.1864 -0.1642 -0.2414
C -0.607318 1.866655 -4.160112 1.5259 0.9251 0.3936
C -0.424756 0.356763 -4.278349 -0.3060 0.0531 0.2458
C -1.669673 -0.114795 -5.018739 -0.2596 0.0154 -0.6729
S -3.017098 0.946856 -4.420807 0.1591 0.0637 0.6873
O -3.835746 0.207144 -3.497183 -0.1637 -0.2413 0.1049
O -3.648167 1.660846 -5.497976 0.1815 -0.0466 -0.2321
C -1.940272 2.055184 -3.497193 -0.7167 0.4303 0.2222
H -0.483484 2.395474 -5.110310 -0.6033 -0.3338 -0.2517
H 0.192025 2.339972 -3.576790 -0.1276 -0.3742 0.2871
H -0.438226 -0.068647 -3.271020 0.1117 -0.0055 0.0043
H 0.517575 0.071980 -4.738965 -0.0936 -0.0550 -0.2248
H -1.978413 -1.147961 -4.881232 0.0641 -0.0005 0.1911
H -1.597278 0.081259 -6.090072 0.0371 0.0242 0.0247
H -1.935847 1.763232 -2.445322 0.1482 -0.4776 -0.1396
H -2.384010 3.050564 -3.459206 0.0943 0.0468 -0.5749
O -0.500281 -1.501091 3.143613 -0.0160 -0.0594 0.1769
C -0.067634 -0.908186 2.196722 -0.4291 -0.2722 -0.1161
O -0.090625 0.438521 2.133298 0.5780 0.2272 0.1530
C 0.371668 0.907712 0.861500 -0.7434 -0.0867 -1.2363
C 0.848545 -0.315094 0.052807 0.4834 0.2687 -0.1270
C 0.538982 -1.508069 0.951198 0.4576 0.3862 0.0050
H 1.134026 1.684006 0.876615 -0.0008 -0.0242 0.7695
H -0.513657 1.333683 0.380123 0.1106 0.1344 -0.0427
H 1.914887 -0.230326 -0.163797 0.0033 -0.0544 0.1853
H 0.390899 -0.319766 -0.934696 -0.3018 -0.2456 0.1433
H 1.456253 -1.992428 1.293494 0.0071 -0.0935 -0.1427
H -0.071387 -2.279943 0.496323 -0.2002 0.0331 0.1489
O -6.134799 -3.882297 3.120775 -0.1457 -0.1150 -0.2134
C -5.649118 -2.794348 3.080076 -0.1250 0.1170 0.6191
O -5.233851 -2.171271 4.227597 0.3631 0.0217 -0.2088
C -4.515392 -0.955823 3.901652 -0.2170 -0.5242 -0.4514
C -4.184777 -1.109763 2.425524 0.3590 0.8603 -0.6667
C -5.385947 -1.882394 1.901986 0.5528 -0.2104 0.3689
H -3.616079 -0.878539 4.504736 -0.1647 -0.0043 0.2864
H -5.212999 -0.133425 4.067043 0.2102 0.1889 0.1306
H -3.241472 -1.628331 2.241525 -0.1391 -0.3737 0.3687
H -4.020334 -0.149107 1.929146 -0.3138 0.0456 0.0852
H -5.186993 -2.462785 1.007739 -0.2382 0.0769 -0.1148
H -6.247904 -1.222020 1.793324 -0.0617 -0.0977 -0.2161
O 5.218243 3.350211 0.557920 0.2501 0.3032 0.4113
C 5.138741 2.208165 0.230979 -0.7942 -0.3294 -0.7607
O 5.561214 1.787491 -0.993844 -0.1465 0.1438 0.1305
C 5.013135 0.481020 -1.274237 0.7468 0.2493 0.2567
C 4.900801 -0.164411 0.098484 -0.5760 -0.5399 -0.2371
C 4.536081 1.024547 0.987595 1.0605 -0.3781 0.0898
H 5.727420 -0.021966 -1.920173 -0.1344 -0.0267 -0.1504
H 4.058598 0.634483 -1.777459 -0.0853 -0.1806 0.0188
H 5.834234 -0.634320 0.407121 0.1728 0.2722 -0.0952
H 4.182353 -0.987303 0.068354 -0.1751 0.1913 0.1997
H 5.090081 0.979142 1.925733 -0.3724 0.0200 0.2055
H 3.470516 1.106743 1.181991 -0.0158 0.3706 -0.0666
O 1.859558 2.708559 -1.791287 -0.1776 -0.2036 0.1098
C 1.916622 3.763901 -1.219818 0.3523 0.0516 -0.3109
O 2.273692 3.850076 0.069798 0.1081 -0.0658 0.1514
C 2.207741 5.203323 0.534510 -0.5610 0.6340 -0.1453
C 2.172228 6.095398 -0.721352 -0.2545 -0.2775 0.4161
C 1.696638 5.140268 -1.819444 0.5674 0.0188 0.2172
H 3.041288 5.468425 1.177469 0.1787 -0.5223 0.0122
H 1.277556 5.294387 1.099456 0.0449 0.0313 0.0582
H 3.177908 6.448683 -0.937039 -0.0190 0.0568 -0.0769
H 1.528730 6.951378 -0.530374 -0.0111 0.0372 -0.2132
H 2.364175 5.226544 -2.674786 -0.2736 -0.1542 -0.2435
H 0.663604 5.215668 -2.153469 -0.0303 0.1828 0.0999
Cl -1.916453 4.847011 0.229462 0.1137 -0.0527 0.0049
C -2.384595 3.741930 1.575401 -0.3030 0.5189 -0.5079
C -3.704256 3.067706 1.261090 0.6969 0.0054 0.4997
Cl -3.546903 1.927271 -0.084338 -0.1768 -0.0721 -0.1830
H -2.536302 4.398102 2.429050 0.2176 -0.1690 0.1738
H -1.553671 3.057733 1.700914 -0.0851 -0.1198 0.2249
H -4.447900 3.828087 1.043839 -0.1624 -0.1764 -0.1633
H -3.982537 2.493833 2.144772 -0.2041 -0.0043 -0.0600
```
Forces are in eV/Å.

HOMO level = -10.03 eV
Kohn-Sham gap = 0.383 hartree
charge = 0
max |F| = 1.8 eV Å⁻¹
spin multiplicity = 1